No. 1
C7H8BrPS | ωB97M-V/def2-TZVPD

Its HOMO energy (spin up / spin down) is -9.38 / -8.87 eV. As for the energy above the lowest of the compared OMol25 structures with the same formula, charge and spin: 346.0 kJ/mol. For the gap between HOMO and LUMO (spin up / spin down), the calculation gives 6.7 / 6.7 eV.

```
! RIJCOSX wB97M-V def2-TZVPD def2/J DEFGRID3
* xyz 0 1
C 1.76 -0.43 -1.76
C 1.04 0.73 -2.09
C 1.26 -1.28 -0.75
C -0.23 0.88 -1.56
C 0.00 -0.96 -0.22
C -0.78 0.12 -0.59
C -2.38 0.32 1.97
P -2.47 0.48 0.12
S -2.28 3.27 0.30
Br -3.26 -1.61 -0.36
H 2.81 -0.72 -1.98
H 1.34 1.47 -2.90
H 1.72 -2.19 -0.50
H -0.64 1.76 -1.94
H -0.24 -1.63 0.57
H -1.60 0.72 2.51
H -3.18 1.01 2.23
H -2.52 -0.70 2.27
*
```



No. 2
C2H5NOS | ωB97M-V/def2-TZVPD

Its HOMO energy is -9.48 eV. As for the energy above the lowest of the compared OMol25 structures with the same formula, charge and spin: 396.1 kJ/mol. For the gap between HOMO and LUMO, the calculation gives 10.2 eV. Its SMILES is SC[C@@H]1NO1.

```
! RIJCOSX wB97M-V def2-TZVPD def2/J DEFGRID3
* xyz 0 1
S -0.73 -1.04 -1.62
C -0.54 -0.89 0.18
C -0.28 0.73 0.36
N 1.11 1.28 0.24
O 0.29 1.24 1.44
H 0.55 -0.50 -2.02
H -1.56 -1.29 0.64
H 0.35 -1.45 0.70
H -1.05 1.30 -0.24
H 1.85 0.62 0.33
*
```



No. 3
C28H75F3O13STi | ωB97M-V/def2-TZVPD

Its HOMO energy (spin up / spin down) is -10.16 / -10.87 eV. For the gap between HOMO and LUMO (spin up / spin down), the calculation gives 7.9 / 8.6 eV.

```
! RIJCOSX wB97M-V def2-TZVPD def2/J DEFGRID3
* xyz 1 4
O 7.81 18.88 15.41
H 7.27 19.64 15.22
H 7.12 18.21 15.49
H 16.54 13.29 10.21
Ti 11.46 10.51 13.81
C 12.68 13.74 12.02
F 12.24 12.96 11.05
F 13.97 13.92 11.83
F 12.01 14.89 11.96
S 12.35 13.08 13.68
O 12.63 14.13 14.57
O 10.93 12.68 13.62
O 13.16 11.80 13.72
C 9.40 16.92 19.34
C 8.86 15.80 18.53
C 9.32 15.86 17.07
O 9.40 14.59 19.06
H 8.76 17.10 20.23
H 9.44 17.91 18.84
H 10.41 16.72 19.66
H 7.77 15.84 18.50
H 9.12 16.86 16.72
H 8.89 15.02 16.50
H 10.45 15.76 17.04
H 8.93 14.36 19.87
C 13.28 20.09 11.71
C 14.57 19.54 12.47
C 14.86 20.28 13.75
O 14.37 18.15 12.70
H 13.17 19.40 10.90
H 13.31 21.08 11.30
H 12.41 19.91 12.38
H 15.46 19.55 11.85
H 15.82 20.10 14.26
H 14.17 19.95 14.48
H 14.96 21.31 13.50
H 13.94 18.09 13.60
C 8.76 16.45 12.44
C 7.28 16.43 12.48
C 6.76 16.38 11.03
O 6.91 15.25 13.30
H 9.27 16.29 13.41
H 9.12 17.40 12.03
H 9.06 15.66 11.75
H 6.91 17.26 13.03
H 7.36 17.08 10.55
H 5.69 16.58 10.94
H 6.91 15.41 10.57
H 5.98 15.08 12.97
C 11.62 11.91 5.80
C 13.10 12.22 5.91
C 13.40 13.62 6.35
O 13.74 11.31 6.80
H 11.18 12.40 4.91
H 11.13 12.09 6.78
H 11.54 10.85 5.63
H 13.58 12.02 4.92
H 12.84 13.78 7.27
H 13.21 14.33 5.60
H 14.44 13.76 6.62
H 14.50 11.77 7.17
C 9.18 12.27 16.30
C 10.62 11.98 16.63
C 10.79 11.86 18.15
O 11.00 10.67 16.05
H 8.86 12.90 17.15
H 8.68 11.35 16.28
H 9.02 12.79 15.32
H 11.25 12.75 16.23
H 9.90 11.46 18.65
H 10.88 12.89 18.44
H 11.68 11.31 18.39
H 10.38 10.01 16.38
C 6.99 9.78 13.29
C 8.10 10.14 12.26
C 7.73 11.13 11.28
O 9.19 10.70 13.00
H 6.20 9.22 12.76
H 6.55 10.75 13.69
H 7.46 9.15 14.04
H 8.56 9.24 11.75
H 8.57 11.64 10.76
H 7.16 11.89 11.80
H 7.10 10.62 10.58
H 8.82 11.43 13.51
C 10.60 7.83 10.53
C 11.99 8.54 10.80
C 12.95 8.67 9.55
O 11.89 9.80 11.50
H 9.88 8.46 10.05
H 10.11 7.60 11.48
H 10.84 6.98 9.91
H 12.51 7.89 11.56
H 13.93 8.64 10.00
H 12.88 9.53 8.94
H 12.86 7.77 8.95
H 11.52 10.44 10.85
C 12.72 6.09 14.29
C 12.61 7.56 14.81
C 13.94 8.39 14.67
O 11.70 8.37 14.08
H 11.76 5.68 13.93
H 13.23 5.46 15.03
H 13.41 6.11 13.39
H 12.26 7.52 15.85
H 14.77 7.93 15.21
H 13.71 9.42 14.96
H 14.25 8.46 13.60
H 11.43 7.91 13.27
C 12.91 16.49 16.98
C 14.28 17.01 16.72
C 15.31 16.07 17.23
O 14.46 17.36 15.32
H 12.22 17.09 16.39
H 12.68 16.61 18.04
H 12.74 15.42 16.66
H 14.43 17.97 17.27
H 15.15 15.01 17.01
H 15.37 16.14 18.29
H 16.27 16.45 16.86
H 15.08 16.78 14.97
*
```



No. 4
C5H12O2 | ωB97M-V/def2-TZVPD

Its HOMO energy is -9.03 eV. As for the energy above the lowest of the compared OMol25 structures with the same formula, charge and spin: 471.3 kJ/mol. For the gap between HOMO and LUMO, the calculation gives 8.6 eV.

```
! RIJCOSX wB97M-V def2-TZVPD def2/J DEFGRID3
* xyz 0 1
C -1.01 1.73 1.85
C 0.39 0.27 1.10
C -0.39 -0.26 -0.05
O -0.99 0.71 -0.73
C 0.88 -0.81 -0.90
C 0.34 -1.87 -1.85
O 1.39 0.30 -1.56
H -1.07 2.83 1.79
H -1.93 1.32 2.27
H -0.21 1.55 2.58
H 1.14 1.01 0.83
H 0.62 -0.35 1.97
H -1.01 -1.13 0.24
H -1.05 1.48 0.70
H 1.67 -1.24 -0.27
H -0.50 -1.47 -2.41
H 1.14 -2.15 -2.56
H 0.01 -2.77 -1.32
H 0.57 0.85 -1.68
*
```



No. 5
C3H11NO2 | ωB97M-V/def2-TZVPD

Its HOMO energy is -9.08 eV. As for the energy above the lowest of the compared OMol25 structures with the same formula, charge and spin: 40.0 kJ/mol. For the gap between HOMO and LUMO, the calculation gives 9.6 eV. Its SMILES is NCCCO.O.

```
! RIJCOSX wB97M-V def2-TZVPD def2/J DEFGRID3
* xyz 0 1
N 2.26 -1.43 0.73
C 1.48 -0.53 -0.14
C 0.44 0.28 0.61
C -0.25 1.31 -0.30
O -1.39 1.88 0.30
H 2.05 -1.24 1.70
H 3.26 -1.33 0.62
H 2.09 0.17 -0.73
H 0.95 -1.14 -0.87
H 0.85 0.82 1.47
H -0.36 -0.36 1.01
H -0.48 0.85 -1.27
H 0.43 2.13 -0.51
H -2.06 1.19 0.37
O -2.78 -0.63 -0.90
H -3.69 -0.57 -0.58
H -2.79 -1.39 -1.51
*
```



No. 6
ClH5OSi2 | ωB97M-V/def2-TZVPD

Its HOMO energy is -10.82 eV. As for the energy above the lowest of the compared OMol25 structures with the same formula, charge and spin: 304.9 kJ/mol. For the gap between HOMO and LUMO, the calculation gives 10.1 eV. Its SMILES is O=[SiH2].[SiH3]Cl.

```
! RIJCOSX wB97M-V def2-TZVPD def2/J DEFGRID3
* xyz 0 1
O -1.70 -1.06 1.06
Si -1.69 -2.00 -0.09
H -0.97 -3.19 -0.10
H -2.83 -2.19 -1.00
Si 2.26 0.09 0.48
Cl 2.44 -1.49 -0.80
H 3.23 -0.10 1.57
H 2.88 1.24 -0.31
H 0.94 0.34 0.89
*
```



No. 7
C9H3Cl6N9O2Pt | ωB97M-V/def2-TZVPD

Its HOMO energy (spin up / spin down) is -0.11 / -1.77 eV. As for the energy above the lowest of the compared OMol25 structures with the same formula, charge and spin: 0.0 kJ/mol. For the gap between HOMO and LUMO (spin up / spin down), the calculation gives 4.5 / 6.1 eV.

```
! RIJCOSX wB97M-V def2-TZVPD def2/J DEFGRID3
* xyz -2 3
Pt 0.57 0.06 0.22
N -3.52 -2.84 0.52
C -2.61 -0.43 0.09
N -3.74 0.22 0.18
N -3.33 1.52 0.21
N -2.04 1.60 0.15
N -1.53 0.36 0.07
C -1.71 -2.59 -1.48
N -0.47 -2.62 -1.66
N 0.59 -2.26 -0.96
N 0.49 -2.05 0.40
N -0.85 -2.26 0.71
H -5.56 -3.26 0.26
Cl 4.73 5.37 -0.57
C 4.10 3.78 -0.28
C 4.95 2.75 0.10
Cl 6.66 3.03 0.26
C 4.42 1.47 0.34
Cl 5.46 0.16 0.81
C 3.06 1.21 0.22
O 2.55 0.02 0.45
C 2.18 2.27 -0.17
O 0.91 2.01 -0.29
C 2.73 3.53 -0.41
Cl 1.64 4.79 -0.88
Cl -2.24 -2.20 0.12
C -4.77 -3.35 1.02
Cl -2.91 -3.08 -2.62
H -5.10 -2.81 1.91
H -4.67 -4.41 1.28
*
```



No. 8
C2H9O2S | ωB97M-V/def2-TZVPD

Its HOMO energy is -2.84 eV. As for the energy above the lowest of the compared OMol25 structures with the same formula, charge and spin: 116.5 kJ/mol. For the gap between HOMO and LUMO, the calculation gives 6.9 eV.

```
! RIJCOSX wB97M-V def2-TZVPD def2/J DEFGRID3
* xyz -1 1
C -1.52 -1.61 -1.81
C -0.32 -0.75 -1.15
S -0.67 -0.13 0.47
H -1.81 -1.22 -2.80
H -2.31 -1.97 -1.09
H -1.16 -2.61 -2.10
H -0.15 0.22 -1.68
H 0.60 -1.34 -1.28
H 0.96 1.58 -0.22
H 0.41 2.82 -1.02
O 1.28 2.44 -0.54
H 1.25 0.65 2.11
H 1.51 -0.68 1.85
O 1.53 -0.08 2.59
*
```



The records above yield max |F| values of 3.79; 3.46; 2.49; 0.30; 0.79; 2.75; 3.96; 3.81 eV/Å, respectively.